Entry from the Open Molecules 2025 dataset: a single C6H14O molecule at a distorted geometry (ωB97M-V/def2-TZVPD).

XYZ file:
```
21
Properties=species:S:1:pos:R:3
C -0.67867 -1.44124 -1.90269
C 0.33652 -0.28383 -1.85734
C 0.15452 0.67835 -0.66311
C 1.05654 1.90991 -0.89915
C 0.47805 0.05837 0.69121
C -0.74601 -0.33828 1.50980
O -0.46055 -0.45946 2.89377
H -1.48625 -1.27579 -1.19663
H -1.04440 -1.55775 -2.91549
H -0.21898 -2.39187 -1.63511
H 0.19701 0.33023 -2.73706
H 1.37089 -0.60210 -1.79722
H -0.87781 1.04097 -0.67067
H 2.02885 1.74923 -0.42916
H 1.19735 2.11970 -1.95352
H 0.61083 2.80131 -0.45487
H 1.12112 -0.81983 0.59947
H 1.07037 0.73143 1.30743
H -1.18351 -1.23949 1.07469
H -1.51219 0.44723 1.43881
H -0.42681 -1.38932 3.12556
```

The total energy is -312.228060 a.u. As for the relative energy (zero: lowest compared OMol25 entry of this formula, charge and spin): 70.8 kJ/mol. The calculation puts the orbital gap at 11.14 eV.